No. 1
This record from OMol25 describes C30H45NO3P2PmS as an isolated structure in a non-equilibrium geometry. The level of theory is wB97M-V/def2-TZVPD.

Cartesian coordinates (Å):
Pm -1.206 1.241 0.647
S -0.336 -0.396 4.072
P -0.132 -2.703 -4.252
P 2.446 -3.038 -2.787
O -3.052 0.390 1.587
O 0.327 -1.666 3.893
O 0.419 0.735 4.554
N -1.064 0.062 2.598
C 2.974 0.665 -0.859
C 1.742 3.442 2.083
C 2.838 -0.005 0.477
C 2.191 0.110 -2.084
C 0.670 -2.565 -5.926
C -0.897 3.622 3.768
C 1.381 -2.042 -0.035
C 0.371 3.510 1.518
C -0.193 -0.688 -1.643
C 0.974 3.855 -0.991
C -1.289 -4.011 -4.884
C -0.036 -1.761 -0.569
C -3.371 3.731 1.794
C -2.402 -0.044 2.631
C 0.720 0.201 -2.115
C 0.023 3.694 0.148
C -2.198 3.878 -1.185
C -2.923 -0.435 3.912
C -0.836 3.560 2.287
C -4.675 -0.451 5.528
C -1.406 3.805 0.075
C -3.738 -0.653 6.561
C -4.273 -0.324 4.208
C -2.364 -0.667 6.228
C 2.064 -1.041 0.833
C 3.717 -2.796 -4.076
C 1.112 -3.986 -3.630
C 3.238 -4.393 -1.851
C -1.935 3.709 1.396
C -1.942 -0.567 4.884
H -3.772 4.737 1.994
H -4.091 -0.791 7.606
H 2.503 -0.929 -2.297
H -2.518 4.903 -1.445
H 4.052 0.647 -1.136
H 3.370 -2.186 -4.924
H 0.359 1.052 -2.706
H 4.571 -2.266 -3.616
H -3.511 3.158 2.716
H -0.874 4.666 4.146
H 2.457 3.028 1.356
H 3.386 0.525 1.271
H 2.550 0.681 -2.961
H -3.122 3.278 -1.101
H 2.499 -4.902 -1.211
H -1.636 -0.770 7.033
H 2.721 1.745 -0.782
H -1.747 -4.540 -4.039
H -0.059 -2.114 -6.610
H 1.776 2.797 2.972
H -1.827 3.167 4.146
H 3.664 -5.113 -2.565
H 0.942 -3.560 -6.317
H 1.861 -1.243 1.892
H -1.189 -0.669 -2.136
H 1.570 -4.591 -4.451
H 0.615 -4.666 -2.908
H -1.606 3.508 -2.038
H -0.064 3.073 4.229
H 2.126 4.436 2.384
H -0.451 -2.713 -1.001
H -5.739 -0.404 5.776
H 2.006 3.896 -0.635
H 1.564 -1.930 -5.930
H 4.064 -3.778 -4.442
H 0.797 4.778 -1.559
H 2.062 -2.256 -0.880
H -4.954 -0.092 3.374
H -2.079 -3.526 -5.465
H 4.034 -3.987 -1.208
H 1.315 -2.979 0.559
H -0.764 -4.741 -5.517
H -0.705 -1.614 0.322
H 0.896 3.020 -1.697
H -3.994 3.285 1.009

Values from the calculation:
Charge   +1
HOMO (alpha / beta)   -10.27 / -10.27 eV
HOMO-LUMO gap (alpha / beta)   6.8842 / 6.9062 eV
Multiplicity   5

=====

No. 2
This record from OMol25 describes the molecule C11H12N2 in a non-equilibrium geometry. The level of theory is wB97M-V/def2-TZVPD.

Cartesian coordinates (Å):
N -1.472 -2.026 1.021
N 2.073 0.452 1.329
C 0.840 1.334 -1.779
C 1.683 -0.373 2.329
C -0.211 -1.270 1.199
C -0.710 -0.338 -1.002
C 0.157 -0.433 0.196
C 1.320 2.197 -2.893
C 0.470 -1.191 2.354
C -2.702 -1.350 1.368
C 1.502 1.379 -0.678
C 1.232 0.477 0.296
C -0.365 0.578 -1.953
H 1.992 3.084 -2.539
H -2.734 -0.424 0.712
H -2.804 -1.017 2.502
H 2.356 2.136 -0.616
H 1.814 1.625 -3.724
H 0.329 2.463 -3.549
H -1.493 -1.097 -1.123
H -0.893 0.468 -3.012
H -3.492 -2.060 1.268
H -1.299 -2.813 1.585
H 2.395 -0.413 3.162
H 0.010 -1.388 3.547

Values from the calculation:
SMILES   CNc1ccnc2cc(C)ccc12
HOMO   -8.63 eV
HOMO-LUMO gap   9.1488 eV

=====

No. 3
This record from OMol25 describes a 2-piece molecular cluster, C3H9N2O3 overall in a non-equilibrium geometry. The level of theory is wB97M-V/def2-TZVPD.

Cartesian coordinates (Å):
O 1.273 -1.816 0.802
O 1.778 1.402 -1.491
O -1.166 2.399 0.212
N -1.857 -1.009 0.849
N 0.457 0.089 -0.069
C 1.724 0.766 -0.191
C 0.411 -1.221 0.145
C -0.980 -1.696 -0.125
H -0.976 -2.796 0.233
H -0.970 1.879 0.841
H -1.243 -1.624 -1.109
H -0.765 1.958 -0.649
H -1.400 -1.053 1.773
H 2.673 0.075 -0.173
H 1.208 1.035 -2.118
H -2.017 -0.054 0.596
H 1.851 1.666 0.476

Values from the calculation:
Charge   -1
HOMO   -3.76 eV
HOMO-LUMO gap   7.8394 eV

=====

No. 4
This record from OMol25 describes the molecule C2H4BrNO2 in a non-equilibrium geometry. The level of theory is wB97M-V/def2-TZVPD.

Cartesian coordinates (Å):
Br 0.609 -1.810 0.926
O 1.503 0.057 0.604
O 1.164 0.758 -1.498
N 0.941 0.868 -0.300
C -0.823 -1.514 -0.196
C 0.005 1.652 0.237
H -0.749 -2.146 -1.014
H -0.610 2.256 -0.383
H -1.726 -1.531 0.320
H -0.314 1.410 1.303

Values from the calculation:
HOMO (alpha / beta)   -8.97 / -8.68 eV
HOMO-LUMO gap (alpha / beta)   7.6260 / 6.9429 eV

=====

The relative energy (zero: lowest compared OMol25 entry of this formula, charge and spin) results, record by record, are as follows: 0.0; 279.7; 279.1; 776.0 kJ/mol.